15 unconnected molecules or ions with the total composition C40H92O38S9 in a non-equilibrium geometry, computed with the ωB97M-V functional and the def2-TZVPD basis.

Last column: Löwdin charge in e.
Atoms and positions in Å:
C 30.4778 -19.5737 3.6056  -0.25
C 31.1643 -20.9465 3.6249  -0.20
C 32.0163 -20.9539 4.8756  -0.22
S 31.2841 -19.8899 6.1394  0.70
O 32.2781 -18.8707 6.4281  -0.33
O 30.6342 -20.6336 7.1982  -0.33
C 30.0147 -19.2330 5.0139  -0.21
H 29.6100 -19.4925 2.9469  0.09
H 31.1757 -18.8258 3.2050  0.11
H 31.6324 -21.1776 2.6761  0.11
H 30.3070 -21.6056 3.8071  0.12
H 33.0107 -20.5185 4.7332  0.10
H 32.3107 -21.9371 5.2477  0.11
H 29.8323 -18.1828 5.2329  0.10
H 29.1076 -19.8229 5.1600  0.11
C 31.3208 -15.3127 9.1477  -0.22
C 32.2333 -14.2794 8.4859  -0.21
C 31.3755 -13.5173 7.5125  -0.23
S 30.2216 -14.7446 6.8185  0.72
O 30.7490 -15.1214 5.5002  -0.36
O 28.8439 -14.3776 7.0802  -0.33
C 30.6883 -16.0874 7.9949  -0.20
H 30.5059 -14.8495 9.7196  0.12
H 31.7417 -15.9688 9.9102  0.12
H 32.9871 -14.8519 7.9366  0.12
H 32.7349 -13.6354 9.2047  0.12
H 31.8907 -12.9904 6.7111  0.08
H 30.8119 -12.7291 8.0133  0.09
H 31.4729 -16.6330 7.4637  0.08
H 29.8647 -16.7722 8.1722  0.11
C 28.5545 -7.9507 6.1683  -0.22
C 29.8654 -7.7405 5.4296  -0.21
C 30.6301 -9.0684 5.4987  -0.22
S 29.3542 -10.3495 5.4611  0.70
O 29.4839 -11.1164 6.6808  -0.31
O 29.2072 -10.9510 4.1498  -0.34
C 27.9399 -9.2307 5.5677  -0.21
H 27.8680 -7.1116 6.0301  0.12
H 28.6370 -8.0124 7.2547  0.12
H 30.4789 -6.9665 5.8974  0.12
H 29.7387 -7.3767 4.4090  0.11
H 31.1375 -9.2260 6.4483  0.10
H 31.3488 -9.2550 4.7042  0.07
H 27.1338 -9.6687 6.1468  0.11
H 27.7028 -9.0063 4.5298  0.09
C 28.4651 -15.1755 2.6739  -0.18
C 28.9957 -16.3919 1.9113  -0.18
C 30.0782 -15.9238 0.9252  -0.18
S 29.9901 -14.0760 0.8374  0.72
O 28.9290 -13.7197 -0.1034  -0.33
O 31.3278 -13.5704 0.6774  -0.31
C 29.3972 -13.9625 2.5312  -0.21
H 28.1543 -15.2778 3.7091  0.12
H 27.5877 -14.8927 2.0758  0.10
H 28.2679 -16.8673 1.2552  0.09
H 29.4112 -17.1595 2.5657  0.09
H 29.9998 -16.2395 -0.1138  0.07
H 31.1136 -16.0750 1.2333  0.08
H 29.0038 -12.9658 2.7092  0.08
H 30.2812 -14.2177 3.1236  0.09
C 35.3586 -11.8751 2.6245  -0.21
C 33.9348 -11.9386 2.0639  -0.17
C 32.8954 -11.6336 3.1879  -0.16
S 33.9138 -11.4889 4.7423  0.73
O 34.1431 -12.8017 5.3378  -0.33
O 33.3999 -10.3749 5.5307  -0.34
C 35.4162 -11.0364 3.8582  -0.22
H 36.1254 -11.5745 1.9112  0.13
H 35.6556 -12.8804 2.9449  0.11
H 33.6429 -12.8754 1.5930  0.08
H 33.7722 -11.1904 1.2851  0.11
H 32.0942 -12.3458 3.3628  0.09
H 32.5124 -10.6170 3.1121  0.07
H 36.3020 -11.0866 4.4855  0.12
H 35.1737 -9.9711 3.7461  0.11
C 26.4996 -18.0191 -3.3712  -0.16
C 27.4591 -19.1007 -3.8290  -0.13
O 28.7575 -18.4588 -3.8385  -0.22
S 28.6597 -16.8489 -3.7202  0.62
O 29.3189 -16.2275 -4.8221  -0.20
O 29.0263 -16.4188 -2.4020  -0.24
O 27.0588 -16.7998 -3.8711  -0.20
H 26.4291 -17.9070 -2.2897  0.12
H 25.5364 -18.2372 -3.8255  0.14
H 27.2363 -19.4019 -4.8536  0.13
H 27.5536 -19.9886 -3.2121  0.12
C 26.2985 -11.7017 0.8144  -0.17
C 27.1572 -10.5841 1.3932  -0.17
O 27.1341 -9.5335 0.4321  -0.18
S 25.9720 -9.7503 -0.6745  0.64
O 26.5991 -10.2058 -1.8779  -0.22
O 25.0759 -8.6391 -0.7347  -0.22
O 25.3176 -11.0124 0.0582  -0.19
H 25.9525 -12.3930 1.5773  0.14
H 26.9097 -12.2631 0.1021  0.10
H 28.1782 -10.9302 1.5539  0.11
H 26.7964 -10.2422 2.3649  0.12
C 33.0139 -19.9541 -2.8454  -0.15
C 31.5635 -19.7882 -3.3094  -0.15
O 31.0702 -18.6859 -2.5502  -0.24
S 32.2582 -17.7139 -1.9735  0.64
O 32.2311 -17.8886 -0.5494  -0.23
O 32.3625 -16.4140 -2.5522  -0.20
O 33.4484 -18.6205 -2.6100  -0.21
H 33.7066 -20.3793 -3.5677  0.14
H 33.1154 -20.5016 -1.9050  0.13
H 31.0300 -20.6616 -2.9370  0.12
H 31.4232 -19.5713 -4.3652  0.14
C 35.6906 -16.2398 -1.1127  -0.13
C 34.7202 -15.3652 -0.3090  -0.14
O 35.3006 -15.1544 0.9911  -0.22
S 36.8457 -15.5503 0.9949  0.61
O 37.2222 -16.1657 2.2267  -0.21
O 37.6260 -14.4437 0.5175  -0.23
O 36.6569 -16.6758 -0.1316  -0.19
H 36.2645 -15.6795 -1.8535  0.13
H 35.2501 -17.0559 -1.6767  0.11
H 33.7557 -15.8219 -0.1007  0.11
H 34.5995 -14.3523 -0.6900  0.14
C 25.8089 -14.5800 -1.5513  -0.19
C 25.4439 -13.3980 -2.4424  -0.25
O 24.6458 -13.7275 -3.5447  -0.03
O 24.6288 -14.9944 -0.8351  -0.07
H 26.6908 -14.4607 -0.9244  0.10
H 26.0549 -15.3680 -2.2721  0.10
H 26.4116 -12.9207 -2.6547  0.12
H 24.9469 -12.6499 -1.8191  0.11
H 25.1200 -13.5721 -4.3640  0.09
H 24.2067 -15.6711 -1.3701  0.09
C 31.7840 -8.5803 0.7983  -0.23
C 30.9316 -9.6290 0.1058  -0.21
O 31.6044 -10.2469 -0.9810  -0.07
O 31.5483 -8.5058 2.1927  -0.07
H 31.5749 -7.6328 0.2901  0.12
H 32.8488 -8.7686 0.6184  0.12
H 30.0055 -9.1449 -0.2100  0.12
H 30.7129 -10.4102 0.8444  0.12
H 31.4660 -11.1944 -0.8626  0.07
H 31.6193 -7.5968 2.4903  0.09
C 33.6335 -15.9359 4.9951  -0.25
C 32.9560 -16.2503 3.6618  -0.22
O 33.5593 -17.3946 3.0436  -0.08
O 34.9627 -15.4578 4.9301  -0.05
H 33.5265 -16.8511 5.5864  0.11
H 33.0713 -15.1797 5.5456  0.08
H 33.0432 -15.4182 2.9493  0.11
H 31.8978 -16.4765 3.7750  0.09
H 34.5050 -17.2216 2.9580  0.07
H 34.8593 -14.5367 5.2055  0.03
C 25.0722 -17.4786 1.5072  -0.27
C 24.4977 -18.8774 1.3322  -0.20
O 25.5926 -19.7648 1.0797  -0.09
O 24.1347 -16.4422 1.6087  -0.05
H 25.8105 -17.2768 0.7197  0.11
H 25.7085 -17.4951 2.4042  0.12
H 23.8013 -18.9443 0.4986  0.12
H 23.9974 -19.1675 2.2572  0.13
H 25.9135 -20.1065 1.9192  0.10
H 24.2685 -15.8184 0.8805  0.05
C 28.7568 -19.4301 -0.0282  -0.24
C 29.8667 -20.4623 0.1225  -0.23
O 29.4963 -21.5917 0.8925  -0.05
O 27.6930 -19.9815 -0.7725  -0.06
H 29.1586 -18.5263 -0.4976  0.10
H 28.4473 -19.1047 0.9745  0.10
H 30.7630 -20.0345 0.5735  0.11
H 30.0758 -20.7574 -0.9136  0.10
H 28.5365 -21.6702 0.8735  0.08
H 26.9275 -20.0888 -0.1842  0.05
C 31.1594 -12.7066 -3.3568  -0.24
C 29.6296 -12.6896 -3.3173  -0.23
O 29.1540 -11.9543 -2.2064  -0.08
O 31.5684 -11.3539 -3.4582  -0.08
H 31.5158 -13.2775 -4.2180  0.12
H 31.6228 -13.2172 -2.4987  0.11
H 29.2764 -13.7279 -3.4005  0.10
H 29.2820 -12.1841 -4.2190  0.12
H 28.9445 -12.5863 -1.5024  0.02
H 31.2596 -10.8896 -2.6566  0.04

Calculated values
2S+1: 1
HOMO level (eV): -9.03
HOMO-LUMO gap (eV): 8.8